Formula: C54H114Be2F4N8O14S4
Source: the OMol25 dataset
Level of theory: wB97M-V/def2-TZVPD

Calculated values
Multiplicity = 2
Frontier orbital gap (alpha / beta) = 2.0 / 1.7 eV
HOMO (alpha / beta) = -9.5371 / -9.5370 eV
Total energy = -153414.820 eV
⟨S²⟩ = 0.76
Charge = +1
Maximum force = 13.622 eV/A

Last column: Löwdin spin population.
Positions of all 200 atoms, in Å:
Be 2.859 -1.383 3.026  0.05
Be 2.027 1.729 5.471  0.64
N 2.338 -3.552 3.779  0.00
S 0.629 -3.909 3.964  0.00
O -0.035 -3.019 4.980  0.00
O -0.078 -5.134 3.671  0.00
F 0.284 -3.105 2.598  0.00
S 2.702 -4.848 4.493  0.00
O 2.715 -6.100 3.729  0.00
O 2.289 -4.975 5.864  0.00
F 4.211 -4.433 4.761  0.00
N 1.635 -0.099 1.380  0.00
S 1.264 1.541 1.594  0.01
O 1.757 2.067 2.899  0.09
O 0.208 2.285 1.008  0.00
F 2.504 2.104 0.733  0.00
S 0.535 -0.234 0.362  0.00
O 0.799 0.187 -0.999  0.00
O -0.842 -0.332 0.908  0.00
F 0.843 -1.791 0.094  0.00
C 6.893 -0.936 -0.135  0.00
C 5.449 -0.817 0.190  0.00
C 4.761 -0.809 -1.200  0.00
C 4.700 -2.216 -1.867  0.00
C 3.991 -3.198 -0.898  0.00
C 4.719 -3.300 0.455  0.00
N 4.908 -1.949 0.999  0.00
O 5.172 -1.903 2.327  0.01
C 3.779 -4.225 1.367  0.00
C 6.037 -4.132 0.276  0.00
C 5.174 0.551 0.854  0.00
H 7.472 -1.289 0.718  0.00
H 7.211 0.106 -0.176  0.00
H 7.032 -1.425 -1.099  0.00
H 3.723 -0.478 -1.231  0.00
H 5.246 -0.078 -1.847  0.00
H 5.654 -2.681 -2.117  0.00
H 4.138 -2.224 -2.801  0.00
H 3.858 -4.104 -1.490  0.00
H 3.056 -2.672 -0.702  0.00
H 3.617 -5.267 1.091  0.00
H 4.129 -4.323 2.394  0.00
H 2.753 -3.858 1.386  0.00
H 5.880 -4.900 -0.482  0.00
H 6.870 -3.524 -0.077  0.00
H 6.326 -4.576 1.228  0.00
H 4.131 0.836 0.714  0.00
H 5.761 1.273 0.286  0.00
H 5.464 0.588 1.904  0.00
H 6.092 -2.090 2.525  0.00
C 3.482 4.830 -3.178  0.00
C 2.447 3.668 -3.527  0.00
C 1.214 4.303 -4.115  0.00
C 0.105 3.351 -4.751  0.00
C 0.777 2.458 -5.729  0.00
C 2.118 1.857 -5.334  0.00
N 3.010 2.821 -4.679  0.00
O 4.381 2.387 -4.468  0.00
C 1.923 0.564 -4.486  0.00
C 2.666 1.503 -6.746  0.00
C 2.152 2.801 -2.325  0.00
H 3.279 5.256 -2.195  0.00
H 3.733 5.561 -3.947  0.00
H 4.488 4.442 -3.022  0.00
H 0.729 4.938 -3.374  0.00
H 1.382 5.065 -4.876  0.00
H -0.659 4.033 -5.126  0.00
H -0.391 2.740 -3.997  0.00
H 0.715 2.967 -6.691  0.00
H 0.057 1.643 -5.808  0.00
H 2.840 0.279 -3.972  0.00
H 1.081 0.632 -3.797  0.00
H 1.801 -0.376 -5.023  0.00
H 2.004 0.737 -7.151  0.00
H 2.724 2.207 -7.576  0.00
H 3.681 1.108 -6.785  0.00
H 1.320 2.102 -2.406  0.00
H 1.874 3.412 -1.466  0.00
H 3.042 2.226 -2.073  0.00
H 4.977 3.098 -4.715  0.00
C -2.095 -3.515 -1.718  0.00
C -0.982 -4.401 -2.354  0.00
C -0.247 -4.991 -1.032  0.00
C 0.730 -6.176 -1.408  0.00
C 0.044 -7.268 -2.219  0.00
C -0.773 -6.685 -3.484  0.00
N -1.588 -5.517 -3.118  0.00
O -2.235 -5.023 -4.250  0.00
C 0.170 -6.606 -4.709  0.00
C -1.717 -7.900 -3.770  0.00
C 0.069 -3.503 -3.026  0.00
H -2.545 -4.083 -0.904  0.00
H -2.795 -3.040 -2.406  0.00
H -1.729 -2.607 -1.239  0.00
H 0.361 -4.348 -0.396  0.00
H -0.827 -5.353 -0.183  0.00
H 1.109 -6.562 -0.461  0.00
H 1.488 -5.765 -2.074  0.00
H -0.707 -7.753 -1.595  0.00
H 0.687 -8.102 -2.499  0.00
H 1.014 -5.997 -4.386  0.00
H 0.612 -7.516 -5.114  0.00
H -0.259 -6.132 -5.592  0.00
H -1.318 -8.910 -3.863  0.00
H -2.572 -8.000 -3.102  0.00
H -2.208 -7.677 -4.718  0.00
H 0.869 -4.070 -3.502  0.00
H 0.422 -2.805 -2.267  0.00
H -0.517 -2.876 -3.699  0.00
H -3.168 -5.176 -4.080  0.00
C -6.768 0.376 -5.308  0.00
C -6.293 1.105 -4.022  0.00
C -6.910 0.253 -2.921  0.00
C -6.517 0.603 -1.551  0.00
C -5.040 0.386 -1.462  0.00
C -4.174 1.168 -2.476  0.00
N -4.830 1.096 -3.894  0.00
O -4.097 1.838 -4.965  0.00
C -4.083 2.610 -1.997  0.00
C -2.844 0.371 -2.516  0.00
C -6.895 2.611 -4.057  0.00
H -6.730 1.108 -6.114  0.00
H -7.807 0.121 -5.095  0.00
H -6.048 -0.421 -5.493  0.00
H -7.988 0.087 -2.940  0.00
H -6.584 -0.772 -3.100  0.00
H -7.159 -0.002 -0.910  0.00
H -6.811 1.633 -1.354  0.00
H -4.997 -0.703 -1.437  0.00
H -4.805 0.611 -0.422  0.00
H -5.004 3.174 -2.147  0.00
H -3.756 2.722 -0.964  0.00
H -3.382 3.165 -2.620  0.00
H -2.540 0.105 -1.504  0.00
H -2.896 -0.474 -3.203  0.00
H -2.036 1.011 -2.869  0.00
H -7.763 2.833 -4.678  0.00
H -6.231 3.313 -4.561  0.00
H -7.187 3.073 -3.114  0.00
H -3.566 1.064 -5.170  0.00
C -3.734 1.419 2.538  0.00
C -3.666 0.724 3.915  0.00
C -5.067 0.936 4.548  0.00
C -6.064 -0.133 4.145  0.00
C -5.401 -1.581 4.098  0.00
C -4.031 -1.712 3.367  0.00
N -3.172 -0.720 4.040  0.00
O -1.970 -0.806 3.358  0.00
C -3.468 -3.115 3.686  0.00
C -4.237 -1.635 1.879  0.00
C -2.658 1.602 4.785  0.00
H -4.560 1.018 1.951  0.00
H -2.789 1.151 2.067  0.00
H -3.980 2.476 2.631  0.00
H -4.978 0.942 5.634  0.00
H -5.416 1.934 4.284  0.00
H -6.401 0.045 3.124  0.00
H -6.959 -0.209 4.762  0.00
H -6.106 -2.285 3.655  0.00
H -5.398 -1.919 5.134  0.00
H -3.925 -3.944 3.146  0.00
H -2.394 -3.234 3.546  0.00
H -3.529 -3.285 4.761  0.00
H -5.182 -1.148 1.640  0.00
H -3.328 -1.316 1.370  0.00
H -4.406 -2.580 1.362  0.00
H -1.661 1.635 4.345  0.00
H -2.588 1.314 5.834  0.00
H -3.009 2.631 4.852  0.00
H -2.224 -0.708 2.437  0.00
C 4.352 4.027 4.706  0.01
C 3.281 5.080 4.794  0.01
C 3.049 5.378 3.294  0.00
C 1.857 6.127 2.951  0.00
C 0.607 5.467 3.652  0.00
C 0.696 5.294 5.200  0.01
N 2.026 4.555 5.378  0.10
O 2.190 4.129 6.714  0.03
C 0.437 6.605 5.869  0.00
C -0.426 4.265 5.564  0.01
C 3.804 6.247 5.689  0.01
H 4.471 3.777 5.760  0.00
H 5.237 4.452 4.232  0.00
H 4.069 3.188 4.071  0.01
H 3.889 6.026 3.046  0.00
H 2.982 4.463 2.706  0.00
H 1.651 6.186 1.882  0.00
H 2.057 7.124 3.342  0.00
H 0.195 4.555 3.221  0.00
H -0.226 6.144 3.466  0.00
H -0.575 6.997 5.770  0.00
H 0.579 6.614 6.950  0.00
H 1.140 7.339 5.475  0.00
H -0.528 3.456 4.840  0.00
H -0.269 4.051 6.621  0.00
H -1.454 4.621 5.628  0.00
H 4.761 6.576 5.287  0.00
H 3.957 5.969 6.732  0.00
H 3.160 7.119 5.566  0.00
H 2.190 4.975 7.168  0.00